Entry 1:
The following is a quantum chemistry calculation of a cluster of 3 separate species, C4H15N2O2 in total in a non-equilibrium geometry, from the OMol25 dataset.

Its total energy is -11452.62583 eV. The value obtained for the energy relative to the best compared isomer or geometry (same formula, charge and spin) is 832.8 kJ/mol. The HOMO-LUMO gap comes out at 4.9 eV.

Geometry as ORCA input:
```
! wB97M-V def2-TZVPD RIJCOSX def2/J DEFGRID3
* xyz 1 1
N -2.1190 0.8125 -0.9249
C -0.8956 0.7729 -0.0981
C 0.1206 1.4858 -0.9823
N 1.3031 0.6433 -1.2429
C 2.1775 0.4464 -0.0549
C 2.7248 -0.9675 0.0139
O 1.6889 -1.9207 -0.2577
H -2.9651 1.0024 -0.3560
H -0.6223 -0.2443 0.0714
H -2.3684 -0.0969 -1.2730
H -1.1482 1.3854 0.7436
H 0.8066 1.5940 1.5377
H -0.2794 1.7245 -1.9440
H 0.3902 2.4574 -0.5467
H 1.7762 0.8679 -2.0869
H 3.0618 1.0213 0.1155
H 1.6121 0.3342 0.9143
H 3.2235 -1.1666 0.9671
H 3.4937 -1.1102 -0.8102
H 1.9506 -2.8275 -0.0679
H -4.3624 -2.7710 2.2257
H -5.2191 -1.5644 2.1506
O -4.3502 -1.8788 1.9056
*
```

natural (NBO) atomic charge list, values in e, 6 entries: N -0.77; C -0.27; C -0.24; N -0.47; C -0.23; C -0.06

---

Entry 2:
The following is a quantum chemistry calculation of a structure of composition C46H36N5O12S3W in a non-equilibrium geometry, from the OMol25 dataset.

Its total energy is -114641.97151 eV. The value obtained for the energy relative to the best compared isomer or geometry (same formula, charge and spin) is 369.5 kJ/mol. The HOMO-LUMO gap comes out at 6.6 eV.

Geometry as ORCA input:
```
! wB97M-V def2-TZVPD RIJCOSX def2/J DEFGRID3
* xyz -1 1
W 0.1181 -0.5484 0.1195
O -0.9884 0.8986 0.9525
C -0.8851 1.3457 2.2352
C -1.8460 1.0801 3.1286
C -1.5990 1.2480 4.5908
C -0.4688 2.2230 5.0063
C 0.4332 2.6142 3.8986
C 0.3090 2.1281 2.6619
C 1.3954 2.3303 1.7311
N 1.4426 1.5838 0.7138
N 2.4046 1.8513 -0.2369
C 2.0081 1.2689 -1.3144
O 0.8782 0.5913 -1.3422
C 2.7523 1.4036 -2.5824
C 3.7520 2.3685 -2.6978
C 4.4442 2.5090 -3.8874
C 4.1454 1.6827 -4.9648
C 3.1585 0.7170 -4.8452
C 2.4583 0.5734 -3.6563
H -2.7416 0.5768 2.7895
H -2.5251 1.4801 5.1189
H -0.8013 3.0889 5.5842
H 1.3129 3.2018 4.1434
H 2.1439 3.1046 1.8936
H 3.9722 3.0006 -1.8479
H 5.2174 3.2618 -3.9773
H 4.6876 1.7939 -5.8965
H 2.9291 0.0649 -5.6794
H 1.6933 -0.1829 -3.5426
O 1.9205 -3.6676 -0.2698
S 1.9649 -2.9819 -1.5298
O 1.7907 -3.7642 -2.7246
O 1.0827 -1.7647 -1.5979
C 3.5721 -2.1979 -1.6336
C 4.2391 -2.2881 -2.8430
C 5.4531 -1.6449 -3.0400
C 6.0068 -0.9009 -2.0163
C 5.3466 -0.8075 -0.7979
C 4.1367 -1.4568 -0.5945
S 3.4238 -1.2012 1.0268
O 3.5207 -2.3819 1.8145
O 3.9940 0.0149 1.5152
O 1.9376 -0.9452 0.6554
H 3.7767 -2.8664 -3.6318
H 5.9490 -1.7140 -3.9997
H 6.9438 -0.3787 -2.1593
H 5.7556 -0.2063 0.0005
S -1.5885 -4.9371 0.1154
C -1.0044 -3.4708 0.1030
N -0.5871 -2.3657 0.1011
O -2.4565 -1.6530 1.8590
C -1.4744 -1.5501 2.5516
N -1.4547 -1.7974 3.8989
C -0.3462 -1.1483 4.5544
C 0.5110 -0.7839 3.3035
O 1.6139 -0.3001 3.3890
N -0.1706 -1.1462 2.1614
C -0.8704 0.0690 5.3889
C -1.7754 -0.4446 6.4766
C -1.7604 0.0141 7.7276
C -0.7565 0.9742 8.1801
C 0.1685 1.4444 7.3451
C 0.1844 1.1157 5.8865
C 0.4840 -2.1498 5.3565
C 0.8109 -3.3517 4.7288
C 1.5960 -4.2938 5.3680
C 2.0672 -4.0508 6.6516
C 1.7540 -2.8577 7.2783
C 0.9703 -1.9082 6.6335
H -2.3555 -1.9001 4.3342
H -2.5118 -1.1952 6.2121
H -2.4724 -0.3673 8.4486
H -0.7489 1.2643 9.2237
H 0.9373 2.1184 7.7074
H 1.1973 0.8782 5.5541
H 0.4584 -3.5452 3.7232
H 1.8491 -5.2122 4.8554
H 2.6835 -4.7864 7.1529
H 2.1241 -2.6540 8.2758
H 0.7506 -0.9852 7.1478
C 0.2214 2.3661 -6.7930
C -0.3453 1.8907 -5.4842
C -0.7722 0.5771 -5.3330
C -1.2729 0.1056 -4.1243
C -1.6376 -1.3429 -3.9564
C -1.3886 1.0089 -3.0650
C -0.9719 2.3311 -3.1830
C -1.0737 3.2719 -2.0158
C -0.4389 2.7487 -4.3960
C -2.0323 0.5640 -1.7850
O -3.1254 0.9104 -1.4377
O -1.3478 -0.3500 -1.0642
H 0.8307 1.5904 -7.2567
H 0.8495 3.2455 -6.6495
H -0.5730 2.6306 -7.4959
H -0.6823 -0.1129 -6.1667
H -1.7063 -1.8344 -4.9268
H -2.5952 -1.4614 -3.4456
H -0.8851 -1.8601 -3.3623
H -0.7166 2.8022 -1.0954
H -2.1100 3.5666 -1.8419
H -0.4830 4.1699 -2.1974
H -0.0811 3.7692 -4.4894
*
```

Löwdin atomic charge list, values in e, 6 entries: W 2.10; O -0.22; C -0.28; C 0.04; C -0.11; C -0.16

---

Entry 3:
The following is a quantum chemistry calculation of a structure of composition C8H33B3NO10P in a non-equilibrium geometry, from the OMol25 dataset.

Its total energy is -42122.09386 eV. The HOMO-LUMO gap comes out at 8.5 eV.

Geometry as ORCA input:
```
! wB97M-V def2-TZVPD RIJCOSX def2/J DEFGRID3
* xyz 0 1
C 2.6018 1.1138 1.5407
C 3.3082 1.7178 0.3333
C 3.3471 0.8366 -0.9539
B 2.4506 -0.4503 -0.9469
O 1.0970 -0.4762 -0.6249
B 0.6678 -1.6220 0.0227
C -0.2954 -1.6362 1.2525
C -1.7286 -2.1229 0.8696
C -2.8451 -1.1485 1.3035
C -3.6491 -0.6442 0.1065
N -4.8437 0.0799 0.5731
O 1.1462 -2.8523 -0.4655
B 2.5243 -2.7458 -0.5861
P 3.7502 -3.9861 0.1934
C 3.2245 -4.1467 1.9551
O 5.1851 -3.1548 0.2922
O 3.0361 -1.6729 -1.3181
H 2.6893 1.8111 2.3761
H 3.0731 0.1850 1.8644
H 1.5377 0.9768 1.3796
H 2.9180 2.7047 0.0992
H 4.3440 1.8819 0.6305
H 3.0461 1.4574 -1.8022
H 4.3679 0.5286 -1.1582
H -0.3704 -0.6674 1.7410
H 0.0742 -2.3216 2.0155
H -1.9267 -3.0902 1.3223
H -1.8155 -2.2679 -0.2084
H -2.4050 -0.2665 1.7713
H -3.5099 -1.5898 2.0447
H -2.9708 -0.0095 -0.4749
H -3.9627 -1.5065 -0.4812
H -4.5899 0.6494 1.3745
H -5.1081 0.7169 -0.1738
H 3.2721 -5.1975 2.2169
H 2.2281 -3.7519 2.1243
H 3.9204 -3.6093 2.5984
H 5.6975 -3.3090 -0.5139
O 6.5238 -4.2347 -2.2333
H 6.0021 -4.9858 -2.5377
H 7.4065 -4.4058 -2.5778
O -6.1740 2.3971 -1.5281
H -6.4731 3.3116 -1.6473
H -6.7371 1.8799 -2.1122
O 6.2238 -0.8351 -2.2905
H 5.4097 -1.3285 -2.1265
H 6.7938 -1.0681 -1.5503
O -2.3067 2.7274 0.5486
H -2.9708 2.1934 0.0968
H -1.5876 2.8005 -0.0880
O -6.4529 5.2460 -1.4801
H -6.8915 6.0931 -1.6119
H -5.8767 5.4047 -0.7249
O -7.2239 7.9007 -0.3608
H -8.1740 8.0314 -0.4538
H -6.9778 8.4582 0.3846
*
```

natural (NBO) atomic charge list, values in e, 6 entries: C -0.62; C -0.37; C -0.81; B 1.19; O -0.90; B 1.20